Here is a cluster of 2 separate species, C4H11N4 in total at a distorted geometry from the OMol25 dataset. Energies are from ωB97M-V/def2-TZVPD.

Each atom is followed by the atoms it is bonded to, with distances in Å.
Geometry (Å):
1 C -1.9863 0.3814 0.0829  N4 1.392, C15 1.510, N17 1.274
2 H -1.8815 2.1061 1.0564  C15 1.093
3 H -1.5522 2.1916 -0.6730  C15 1.005
4 N -0.6639 0.0419 -0.1868  C1 1.392, H9 0.956, C14 1.321
5 H -3.2418 2.0246 -0.3894  C15 1.141
6 N 2.8600 0.3154 0.2585  H13 0.963, H16 1.050, H18 1.058
7 N 0.9476 -1.5425 -0.2052  H10 1.043, C14 1.282, H19 1.034
8 C -2.4937 -1.8543 0.1543  H11 1.004, H12 1.034, N17 1.300
9 H -0.0304 0.7575 -0.1944  N4 0.956
10 H 1.2372 -2.4649 -0.5965  N7 1.043
11 H -2.0769 -2.2167 0.9930  C8 1.004
12 H -3.1433 -2.4285 -0.4096  C8 1.034
13 H 2.9502 0.6661 1.1513  N6 0.963
14 C -0.2728 -1.2013 -0.4022  N4 1.321, N7 1.282
15 C -2.1930 1.8761 0.0344  C1 1.510, H2 1.093, H3 1.005, H5 1.141
16 H 3.0095 1.1606 -0.3459  N6 1.050
17 N -2.8056 -0.5940 0.0832  C1 1.274, C8 1.300
18 H 3.6200 -0.3578 -0.0387  N6 1.058
19 H 1.6614 -0.8253 0.0085  N7 1.034

## Properties
Relative energy (zero: lowest compared OMol25 entry of this formula, charge and spin) in kcal per mole: 78.2
LUMO level in hartree: -0.140
Total charge: +1

Charge distribution, Löwdin scheme, values in e: number 1, C, carries -0.30; number 2, H, carries 0.11; number 3, H, carries 0.04; number 4, N, carries 0.10; number 5, H, carries 0.14; number 6, N, carries 0.02; number 7, N, carries 0.14; number 8, C, carries 0.11; number 9, H, carries 0.11; number 10, H, carries 0.15; number 11, H, carries 0.06; number 12, H, carries 0.09; number 13, H, carries 0.01; number 14, C, carries -0.12; number 15, C, carries 0.04; number 16, H, carries 0.08; number 17, N, carries 0.09; number 18, H, carries 0.10; number 19, H, carries 0.02

Here is a cluster of 2 separate species, C4H11N4 in total at a distorted geometry from the OMol25 dataset. Energies are from ωB97M-V/def2-TZVPD.

Each atom is followed by the atoms it is bonded to, with distances in Å.
Geometry (Å):
1 C 0.9835 0.6059 -0.2225  N2 1.260, N9 1.171
2 N 2.1175 0.1687 0.1116  C1 1.260, N8 1.396, C15 1.423
3 H 3.8446 1.2738 0.5721  N8 1.002
4 H 2.4651 -1.4326 1.2270  C15 1.109
5 H -1.3958 1.6610 -0.0296  N7 1.187
6 H -2.7590 1.2855 -0.9044  N7 0.992
7 N -2.5309 1.3251 0.0601  H5 1.187, H6 0.992, C16 1.478, H19 1.010
8 N 3.0604 1.1860 -0.0458  N2 1.396, H3 1.002, H13 1.091
9 N -0.0248 1.1321 -0.5001  C1 1.171
10 H 3.4558 -1.2992 -0.4321  C15 1.141
11 H -2.9037 -2.0488 0.0483  C14 1.087
12 H -1.9301 -0.8689 -1.0639  C14 1.059
13 H 3.4020 1.3422 -1.0698  N8 1.091
14 C -2.4833 -1.0739 -0.1840  H11 1.087, H12 1.059, C16 1.345
15 C 2.4735 -1.2091 0.1412  N2 1.423, H4 1.109, H10 1.141, H18 1.112
16 C -2.7735 -0.0259 0.6072  N7 1.478, C14 1.345, H17 1.064
17 H -3.3685 0.2237 1.4535  C16 1.064
18 H 1.5964 -1.6857 -0.3492  C15 1.112
19 H -3.1591 2.0051 0.4630  N7 1.010

## Properties
Relative energy (zero: lowest compared OMol25 entry of this formula, charge and spin) in kcal per mole: 99.1
LUMO level in hartree: -0.104
Total charge: +1

Charge distribution, Löwdin scheme, values in e: number 1, C, carries -0.24; number 2, N, carries -0.25; number 3, H, carries 0.09; number 4, H, carries 0.11; number 5, H, carries 0.13; number 6, H, carries 0.12; number 7, N, carries 0.08; number 8, N, carries 0.07; number 9, N, carries 0.18; number 10, H, carries 0.13; number 11, H, carries 0.08; number 12, H, carries 0.06; number 13, H, carries 0.16; number 14, C, carries 0.07; number 15, C, carries -0.01; number 16, C, carries -0.13; number 17, H, carries 0.11; number 18, H, carries 0.10; number 19, H, carries 0.15

Here is the ion C4H11N4 with charge +1 at a distorted geometry from the OMol25 dataset. Energies are from ωB97M-V/def2-TZVPD.

Each atom is followed by the atoms it is bonded to, with distances in Å.
Geometry (Å):
1 H -0.8662 -2.3272 -0.5044  C5 1.113
2 N -1.2532 0.3215 -1.3333  N6 1.226, C13 1.405
3 H -2.1280 -2.0536 0.6955  C5 1.092
4 C 0.1566 -0.0336 0.5245  H9 1.085, C10 1.637, N11 1.458, C13 1.548
5 C -1.7115 -1.6555 -0.2326  H1 1.113, H3 1.092, C13 1.445, H17 1.126
6 N -0.2360 0.9355 -1.6347  N2 1.226, C10 1.386
7 H 0.8752 0.2164 2.4289  N11 0.990
8 H 2.3098 0.7983 -1.8119  N19 1.091
9 H 0.8467 -0.8225 0.2446  C4 1.085
10 C 0.5672 1.1533 -0.5258  C4 1.637, N6 1.386, H14 1.184, N19 1.510
11 N 0.0078 0.2292 1.9510  C4 1.458, H7 0.990, H12 0.972
12 H -0.4008 -0.5719 2.3190  N11 0.972
13 C -1.2482 -0.2961 -0.0713  N2 1.405, C4 1.548, C5 1.445, H18 1.069
14 H 0.3892 2.1259 0.1248  C10 1.184
15 H 2.5081 1.9536 -0.5190  N19 1.043
16 H 2.4592 0.2205 -0.2402  N19 1.075
17 H -2.4114 -1.5772 -1.1116  C5 1.126
18 H -1.9163 0.3299 0.4798  C13 1.069
19 N 2.0519 1.0537 -0.7832  H8 1.091, C10 1.510, H15 1.043, H16 1.075

## Properties
Relative energy (zero: lowest compared OMol25 entry of this formula, charge and spin) in kcal per mole: 85.8
LUMO level in hartree: -0.150
Total charge: +1

Charge distribution, Löwdin scheme, values in e: number 1, H, carries 0.10; number 2, N, carries 0.09; number 3, H, carries 0.10; number 4, C, carries -0.26; number 5, C, carries -0.04; number 6, N, carries 0.07; number 7, H, carries 0.07; number 8, H, carries 0.22; number 9, H, carries 0.13; number 10, C, carries -0.28; number 11, N, carries 0.09; number 12, H, carries 0.07; number 13, C, carries -0.41; number 14, H, carries 0.21; number 15, H, carries 0.18; number 16, H, carries 0.19; number 17, H, carries 0.12; number 18, H, carries 0.16; number 19, N, carries 0.20

Here is the ion C4H11N4O with charge +1 at a distorted geometry from the OMol25 dataset. Energies are from ωB97M-V/def2-TZVPD.

Each atom is followed by the atoms it is bonded to, with distances in Å.
Geometry (Å):
1 C 2.2160 0.7492 -0.0446  O4 1.389, N5 1.304, N7 1.328
2 C -1.1355 1.3803 0.3374  C9 1.475, N17 1.284, H20 0.998
3 H -3.4469 -1.0840 -0.6641  C13 1.043
4 O 1.9501 -0.6087 0.0799  C1 1.389, N6 1.427
5 N 1.1944 1.5565 0.0349  C1 1.304, N17 1.419
6 N 3.1469 -1.3736 0.2194  O4 1.427, H10 1.037, H14 0.996
7 N 3.4726 1.1220 -0.2606  C1 1.328, H8 1.032, H16 0.996
8 H 3.5671 2.0773 0.1184  N7 1.032
9 C -2.4100 0.6766 0.1038  C2 1.475, H11 1.074, C13 1.504, H18 1.143
10 H 3.3409 -1.7627 1.1607  N6 1.037
11 H -2.7893 1.4148 -0.5773  C9 1.074
12 H -2.2149 -1.4338 0.5088  C13 1.040
13 C -2.5471 -0.7833 -0.2317  H3 1.043, C9 1.504, H12 1.040, H19 1.035
14 H 2.9099 -2.0276 -0.4933  N6 0.996
15 H -0.1649 -0.0853 -0.4884  N17 1.040
16 H 4.2383 0.4923 -0.1667  N7 0.996
17 N -0.0321 0.8466 -0.0451  C2 1.284, N5 1.419, H15 1.040
18 H -2.9524 0.8218 1.0989  C9 1.143
19 H -1.9357 -0.8917 -1.0594  C13 1.035
20 H -0.9859 2.2558 0.7935  C2 0.998

## Properties
Relative energy (zero: lowest compared OMol25 entry of this formula, charge and spin) in kcal per mole: 78.9
LUMO level in hartree: -0.131
Total charge: +1

Charge distribution, Löwdin scheme, values in e: number 1, C, carries -0.43; number 2, C, carries 0.01; number 3, H, carries 0.08; number 4, O, carries -0.08; number 5, N, carries 0.13; number 6, N, carries 0.07; number 7, N, carries 0.20; number 8, H, carries 0.15; number 9, C, carries -0.18; number 10, H, carries 0.13; number 11, H, carries 0.13; number 12, H, carries 0.08; number 13, C, carries -0.05; number 14, H, carries 0.10; number 15, H, carries 0.17; number 16, H, carries 0.10; number 17, N, carries 0.06; number 18, H, carries 0.16; number 19, H, carries 0.05; number 20, H, carries 0.12

Here is a cluster of 2 separate species, C4H11N5 in total at a distorted geometry from the OMol25 dataset. Energies are from ωB97M-V/def2-TZVPD.

Each atom is followed by the atoms it is bonded to, with distances in Å.
Geometry (Å):
1 H -1.2659 -2.1352 0.1623  C15 1.090
2 C 0.9776 0.7393 -1.4551  N10 1.265, N16 1.474, N17 1.351
3 H -0.6284 1.8578 -0.7464  N16 1.018
4 H -0.7711 -0.7996 3.0591  C5 1.108
5 C 0.0320 -0.0585 2.8747  H4 1.108, N6 1.247, H13 1.102
6 N 0.4768 0.1459 1.7281  C5 1.247
7 C -1.0613 -0.0513 -0.1439  C15 1.500, N16 1.499, N18 1.271
8 H -0.0534 1.1836 -3.0057  N10 1.014
9 H -2.8666 -0.3115 0.3964  N18 1.016
10 N 0.8725 0.8983 -2.7058  C2 1.265, H8 1.014
11 H 0.3775 -1.6655 -0.2203  C15 1.086
12 H 0.3781 1.1439 0.6409  N16 1.219
13 H 0.3813 0.4389 3.7945  C5 1.102
14 H 2.8514 -0.0329 -1.3915  N17 1.005
15 C -0.6642 -1.4647 -0.4508  H1 1.090, C7 1.500, H11 1.086, H19 1.093
16 N -0.0874 1.0371 -0.4806  C2 1.474, H3 1.018, C7 1.499, H12 1.219
17 N 2.0852 0.2895 -0.8267  C2 1.351, H14 1.005, H20 1.018
18 N -2.2131 0.4156 0.1206  C7 1.271, H9 1.016
19 H -0.8363 -1.6778 -1.5091  C15 1.093
20 H 2.0154 0.0472 0.1593  N17 1.018

## Properties
Relative energy (zero: lowest compared OMol25 entry of this formula, charge and spin) in kcal per mole: 63.0
LUMO level in hartree: 0.030

Charge distribution, Löwdin scheme, values in e: number 1, H, carries 0.09; number 2, C, carries -0.53; number 3, H, carries 0.15; number 4, H, carries 0.04; number 5, C, carries -0.23; number 6, N, carries -0.11; number 7, C, carries -0.46; number 8, H, carries 0.05; number 9, H, carries 0.06; number 10, N, carries 0.14; number 11, H, carries 0.06; number 12, H, carries 0.13; number 13, H, carries 0.04; number 14, H, carries 0.11; number 15, C, carries -0.04; number 16, N, carries 0.06; number 17, N, carries 0.16; number 18, N, carries 0.14; number 19, H, carries 0.09; number 20, H, carries 0.07

Here is a cluster of 2 separate species, C4H11N5O in total at a distorted geometry from the OMol25 dataset. Energies are from ωB97M-V/def2-TZVPD.

Each atom is followed by the atoms it is bonded to, with distances in Å.
Geometry (Å):
1 N -2.3938 -0.7342 1.3808  C6 1.281, H8 1.036
2 H 0.4578 -3.1237 0.7385  N15 1.025
3 H 1.7486 0.7772 1.7130  N12 1.027
4 H -2.5117 -0.5734 -0.6988  C6 1.099
5 H 1.3729 -0.7672 1.4885  N12 1.029
6 C -1.9643 -0.9204 0.1886  N1 1.281, H4 1.099, C18 1.617
7 H 2.1895 0.9344 -1.4996  N20 1.021
8 H -1.7208 -1.1736 2.0352  N1 1.036
9 O -0.0627 1.9772 1.2386  C16 1.226
10 H -1.5872 2.3184 -0.8348  C14 1.093
11 H -0.4524 -2.0580 -1.0441  C18 1.097
12 N 1.8386 0.0233 1.0221  H3 1.027, H5 1.029, N19 1.393
13 H -0.6772 1.2197 -1.8794  C14 1.091
14 C -0.5833 1.9765 -1.0990  H10 1.093, H13 1.091, C16 1.507, H21 1.092
15 N -0.0605 -2.2870 1.0262  H2 1.025, C18 1.292
16 C 0.0757 1.4396 0.1453  O9 1.226, C14 1.507, N19 1.444
17 H 2.2820 -0.6244 -1.1055  N20 1.022
18 C -0.5653 -1.7060 -0.0112  C6 1.617, H11 1.097, N15 1.292
19 N 1.0100 0.3554 -0.0469  N12 1.393, C16 1.444, N20 1.392
20 N 1.6083 0.1233 -1.2817  H7 1.021, H17 1.022, N19 1.392
21 H -0.0044 2.8229 -1.4754  C14 1.092

## Properties
Relative energy (zero: lowest compared OMol25 entry of this formula, charge and spin) in kcal per mole: 39.5
LUMO level in hartree: 0.008

Charge distribution, Löwdin scheme, values in e: number 1, N, carries 0.09; number 2, H, carries 0.06; number 3, H, carries 0.09; number 4, H, carries 0.09; number 5, H, carries 0.05; number 6, C, carries -0.20; number 7, H, carries 0.09; number 8, H, carries 0.05; number 9, O, carries 0.05; number 10, H, carries 0.09; number 11, H, carries 0.09; number 12, N, carries 0.07; number 13, H, carries 0.07; number 14, C, carries -0.02; number 15, N, carries 0.05; number 16, C, carries -0.46; number 17, H, carries 0.09; number 18, C, carries -0.21; number 19, N, carries -0.28; number 20, N, carries 0.06; number 21, H, carries 0.09

Here is a cluster of 2 separate species, C4H11NO in total at a distorted geometry from the OMol25 dataset. Energies are from ωB97M-V/def2-TZVPD.

Each atom is followed by the atoms it is bonded to, with distances in Å.
Geometry (Å):
1 H 0.7753 0.5357 1.4487  O12 1.005
2 H -0.9068 -0.1225 -1.7493  C11 1.124
3 H -1.3675 -2.5395 0.1397  C14 1.076
4 H 0.6538 3.0614 -0.7053  C16 1.088
5 C 0.3246 -1.3934 -0.5024  C11 1.531, H13 1.042, C14 1.392
6 H -0.0190 0.7902 2.8618  O12 0.964
7 H 0.2694 -3.3845 0.0676  C14 1.023
8 N 0.4124 0.9742 -0.4237  C11 1.466, H15 0.985, C16 1.470
9 H -1.0329 2.5226 -0.2715  C16 1.157
10 H -0.3463 2.2782 -1.9862  C16 1.133
11 C -0.5144 -0.1279 -0.6963  H2 1.124, C5 1.531, N8 1.466, H17 1.068
12 O 0.1633 0.1634 2.1531  H1 1.005, H6 0.964
13 H 1.3229 -1.1958 -0.2778  C5 1.042
14 C -0.3104 -2.5515 -0.0621  H3 1.076, C5 1.392, H7 1.023
15 H 1.1901 0.8162 -1.0072  N8 0.985
16 C -0.0824 2.2800 -0.8843  H4 1.088, N8 1.470, H9 1.157, H10 1.133
17 H -1.2357 -0.1324 0.0913  C11 1.068

## Properties
Relative energy (zero: lowest compared OMol25 entry of this formula, charge and spin) in kcal per mole: 40.9
LUMO level (spin up / spin down) in hartree: 0.149 / 0.147
2S+1: 2
Total charge: -1

Charge distribution, Löwdin scheme, values in e: number 1, H, carries 0.02; number 2, H, carries 0.10; number 3, H, carries 0.04; number 4, H, carries 0.00; number 5, C, carries -0.23; number 6, H, carries 0.00; number 7, H, carries -0.01; number 8, N, carries -0.20; number 9, H, carries 0.06; number 10, H, carries 0.02; number 11, C, carries -0.33; number 12, O, carries -0.17; number 13, H, carries 0.05; number 14, C, carries -0.02; number 15, H, carries 0.01; number 16, C, carries -0.44; number 17, H, carries 0.08

Which of these has the lowest relative energy (zero: lowest compared OMol25 entry of this formula, charge and spin)? C4H11N5O

What is the relative energy (zero: lowest compared OMol25 entry of this formula, charge and spin) in the fourth record? 78.9 kcal per mole